Record 1
Entry from the Open Molecules 2025 dataset: C25H26N5NdO4S3 as an isolated structure (ωB97M-V/def2-TZVPD).

Spin multiplicity: 4
HOMO (alpha / beta), eV: -7.4 / -7.4
E_LUMO (alpha / beta), eV: -1.34 / -1.31
Electronic energy, eV: -89768.9475
Frontier orbital gap (alpha / beta), Eh: 0.2242 / 0.2251
Energy relative to the best compared isomer or geometry (same formula, charge and spin), kJ/mol: 0.0

Last column: Mulliken spin population.
Cartesian coordinates (Å):
1 Nd 0.588 -0.330 -0.175  3.037
2 C 3.660 0.104 1.778  0.000
3 N 3.111 -0.543 0.570  -0.006
4 C 3.321 -2.050 0.568  0.001
5 C 2.185 -2.865 1.275  0.000
6 N 0.833 -2.875 0.617  -0.001
7 C -0.086 -3.253 1.734  0.002
8 C 0.840 -3.760 -0.528  -0.002
9 C 1.064 -5.110 -0.273  -0.001
10 C 0.871 -6.102 -1.280  0.000
11 C 0.541 -5.751 -2.571  0.000
12 C 0.558 -4.364 -2.883  0.001
13 C 0.652 -3.398 -1.882  -0.001
14 S 0.682 -1.758 -2.596  -0.011
15 C 3.608 0.155 -0.665  0.000
16 C 4.629 -0.475 -1.384  0.000
17 C 4.964 -0.032 -2.643  -0.002
18 C 4.218 0.986 -3.247  0.001
19 C 3.269 1.658 -2.529  0.001
20 C 2.969 1.352 -1.138  -0.002
21 S 1.815 2.217 -0.189  -0.012
22 H 4.595 -0.321 2.108  0.000
23 H 2.994 0.091 2.598  0.000
24 H 3.843 1.151 1.496  0.000
25 H 4.229 -2.258 1.142  0.000
26 H 3.379 -2.318 -0.494  -0.001
27 H 1.947 -2.447 2.252  -0.001
28 H 2.627 -3.869 1.387  0.000
29 H -1.190 -3.328 1.333  0.000
30 H -0.108 -2.467 2.529  0.000
31 H 0.150 -4.253 2.172  0.000
32 H 1.330 -5.399 0.792  0.000
33 H 1.025 -7.164 -0.933  0.000
34 H 0.273 -6.426 -3.349  0.000
35 H 0.515 -4.046 -3.917  0.000
36 H 5.154 -1.270 -0.854  0.000
37 H 5.728 -0.455 -3.245  0.000
38 H 4.406 1.231 -4.276  0.000
39 H 2.586 2.462 -2.877  0.000
40 O -5.406 5.728 4.023  0.000
41 S -6.118 4.606 3.363  0.000
42 O -6.012 3.306 3.996  0.000
43 O -7.400 4.881 2.682  0.000
44 C -5.273 4.821 1.764  0.000
45 N -5.536 5.939 1.125  0.000
46 C -4.875 6.017 -0.051  0.000
47 C -4.141 5.002 -0.617  0.000
48 C -4.076 3.836 0.152  -0.001
49 N -4.632 3.759 1.385  0.000
50 C -3.320 2.609 -0.194  0.001
51 C -3.402 1.578 0.755  -0.001
52 C -2.680 0.415 0.659  0.001
53 N -1.843 0.212 -0.408  -0.004
54 C -1.805 1.125 -1.424  0.003
55 C -2.546 2.310 -1.334  0.000
56 H -5.070 6.940 -0.578  0.000
57 H -3.619 5.237 -1.478  0.000
58 H -3.977 1.763 1.676  0.000
59 H -2.641 -0.312 1.417  0.000
60 H -1.175 0.837 -2.275  -0.001
61 H -2.505 3.070 -2.111  0.000
62 O 0.155 0.961 2.028  -0.001
63 H -0.540 0.889 2.749  0.000
64 H 0.664 1.754 2.274  0.000

Atoms 1-6, force components in eV/Å:
Nd 0.778 0.537 -0.659
C 0.312 0.966 -1.146
N 0.041 -0.129 -0.394
C -1.172 0.979 0.092
C 0.701 1.009 -0.474
N 1.124 0.837 0.738

=====

Record 2
Entry from the Open Molecules 2025 dataset: C5H12N2 as an isolated structure (ωB97M-V/def2-TZVPD).

HOMO, eV: -7.4
E_LUMO, eV: 1.08
Electronic energy, eV: -8354.8765
Frontier orbital gap, Eh: 0.3122
Energy relative to the best compared isomer or geometry (same formula, charge and spin), kJ/mol: 507.5

Last column: Mulliken charge in e.
Cartesian coordinates (Å):
1 C -0.031 0.655 -0.357  -0.046
2 C 0.504 -1.260 0.984  -0.894
3 C 2.318 0.014 -0.451  -0.913
4 N 0.480 -0.602 -0.314  -0.448
5 N -0.104 1.319 -1.559  -0.388
6 C -1.866 -0.145 -0.133  -0.408
7 C -2.585 0.051 0.953  -0.558
8 H 0.086 1.324 0.503  0.491
9 H -0.198 0.737 -2.378  0.243
10 H 0.071 2.310 -1.564  0.204
11 H -2.269 -0.525 -1.067  0.241
12 H -0.400 -1.856 1.087  0.386
13 H 1.362 -1.931 1.018  0.320
14 H 0.576 -0.563 1.830  0.316
15 H 2.627 0.460 0.495  0.334
16 H 2.771 -0.955 -0.627  0.292
17 H 2.461 0.682 -1.294  0.338
18 H -2.140 0.380 1.888  0.205
19 H -3.663 -0.096 0.987  0.283

Atoms 1-6, force components in eV/Å:
C -5.924 -0.988 0.980
C -0.059 0.056 -0.085
C -2.020 -1.974 0.018
N 6.409 0.721 -0.758
N 0.564 -0.126 0.147
C 1.758 2.199 0.145

=====

Record 3
Entry from the Open Molecules 2025 dataset: C29H45N6O6P2STi as an isolated structure (ωB97M-V/def2-TZVPD).

Spin multiplicity: 3
HOMO (alpha / beta), eV: -8.1 / -9.8
E_LUMO (alpha / beta), eV: -1.76 / -2.42
Electronic energy, eV: -104561.0325
Total charge: +1
Frontier orbital gap (alpha / beta), Eh: 0.2335 / 0.2720
Energy relative to the best compared isomer or geometry (same formula, charge and spin), kJ/mol: 39.0

Last column: Mulliken spin population.
Cartesian coordinates (Å):
1 Ti -1.043 -0.001 -0.081  1.363
2 N -2.627 -0.567 4.032  0.008
3 C -2.405 -0.226 2.719  0.034
4 S -2.116 -1.537 1.611  -0.044
5 N -2.435 1.034 2.414  -0.024
6 N -2.111 1.283 1.102  0.067
7 C -2.493 2.459 0.628  0.114
8 C -3.252 3.458 1.415  0.038
9 C -2.666 4.099 2.503  0.013
10 C -3.371 5.056 3.213  -0.004
11 C -4.672 5.375 2.852  0.008
12 C -5.267 4.733 1.778  -0.003
13 C -4.559 3.781 1.061  0.033
14 C -2.155 2.694 -0.745  0.141
15 C -2.501 3.861 -1.457  0.015
16 C -2.188 3.959 -2.787  0.059
17 C -1.532 2.891 -3.423  0.051
18 C -1.204 1.791 -2.675  0.028
19 N -1.486 1.681 -1.363  0.061
20 H -3.011 -1.486 4.180  0.000
21 H -3.053 0.167 4.580  -0.001
22 H -1.658 3.835 2.795  0.000
23 H -2.906 5.552 4.055  0.000
24 H -5.221 6.122 3.411  0.001
25 H -6.285 4.970 1.497  0.000
26 H -5.028 3.274 0.226  0.003
27 H -3.010 4.662 -0.942  0.011
28 H -2.449 4.849 -3.343  0.003
29 H -1.283 2.927 -4.473  0.002
30 H -0.690 0.939 -3.102  0.004
31 C 4.401 0.887 3.347  0.000
32 C 2.959 0.790 2.906  0.000
33 C 1.966 1.215 3.963  0.000
34 O 2.721 -0.630 2.587  0.000
35 P 1.732 -1.064 1.453  0.037
36 O 0.693 -0.027 1.194  -0.059
37 C 2.686 -1.311 -0.061  -0.008
38 P 1.726 -1.342 -1.584  0.038
39 O 0.601 -0.369 -1.490  0.012
40 O 2.719 -1.059 -2.767  -0.003
41 C 3.381 0.222 -3.052  0.000
42 C 4.508 -0.115 -4.001  0.000
43 C 2.396 1.217 -3.620  0.000
44 O 1.291 -2.829 -1.777  0.000
45 C 0.896 -3.494 -3.037  0.004
46 C 0.177 -2.560 -3.988  0.002
47 C 2.122 -4.144 -3.636  0.000
48 O 1.233 -2.485 1.804  -0.009
49 C 1.090 -3.214 3.078  0.003
50 C 2.413 -3.870 3.397  0.000
51 C 0.562 -2.312 4.169  0.001
52 H 4.643 1.923 3.584  0.000
53 H 5.079 0.545 2.567  0.000
54 H 4.563 0.287 4.242  0.000
55 H 2.792 1.355 1.986  0.000
56 H 2.119 0.643 4.879  0.000
57 H 0.941 1.081 3.618  -0.001
58 H 2.116 2.269 4.197  0.000
59 H 3.306 -2.205 0.020  0.000
60 H 3.356 -0.449 -0.146  0.000
61 H 3.790 0.581 -2.103  0.000
62 H 4.111 -0.500 -4.940  0.000
63 H 5.178 -0.855 -3.568  0.000
64 H 5.083 0.785 -4.219  0.000
65 H 1.975 0.842 -4.554  0.000
66 H 2.923 2.146 -3.838  0.000
67 H 1.587 1.433 -2.927  0.002
68 H 0.208 -4.259 -2.676  -0.001
69 H 0.868 -1.859 -4.453  0.000
70 H -0.619 -2.008 -3.490  0.004
71 H -0.272 -3.159 -4.782  0.000
72 H 2.840 -3.391 -3.960  0.000
73 H 1.827 -4.729 -4.508  0.000
74 H 2.598 -4.813 -2.922  0.000
75 H 0.340 -3.960 2.817  0.000
76 H 3.177 -3.119 3.600  0.000
77 H 2.739 -4.510 2.578  0.000
78 H 2.305 -4.488 4.289  0.000
79 H 1.327 -1.618 4.515  -0.001
80 H 0.265 -2.930 5.017  0.000
81 H -0.311 -1.760 3.826  0.000
82 N -2.230 -2.500 -1.519  0.047
83 C -3.210 -3.031 -2.278  0.010
84 C -3.959 -1.982 -2.752  -0.001
85 C -3.372 -0.837 -2.196  0.037
86 N -2.333 -1.162 -1.437  -0.109
87 H -1.590 -2.978 -0.903  0.020
88 H -3.292 -4.094 -2.424  0.001
89 H -4.816 -2.035 -3.398  0.000
90 H -3.649 0.199 -2.304  -0.010

Atoms 1-6, force components in eV/Å:
Ti 0.406 0.024 0.184
N -0.064 0.137 0.007
C -0.025 -0.039 0.022
S 0.024 0.052 -0.238
N 0.013 -0.131 0.184
N 0.102 0.083 -0.066

=====

Record 4
Entry from the Open Molecules 2025 dataset: a 2-piece molecular cluster, C3H8OS2 overall (ωB97M-V/def2-TZVPD).

Spin multiplicity: 2
HOMO (alpha / beta), eV: 0.7 / -4.5
E_LUMO (alpha / beta), eV: 3.30 / 3.24
Electronic energy, eV: -26956.7515
Total charge: -1
Frontier orbital gap (alpha / beta), Eh: 0.0965 / 0.2861
Energy relative to the best compared isomer or geometry (same formula, charge and spin), kJ/mol: 126.9

Last column: Mulliken spin population.
Cartesian coordinates (Å):
1 C 3.106 -2.890 0.273  -0.061
2 S 3.620 -1.839 -1.071  0.546
3 S 2.566 -0.103 -0.923  0.402
4 H 3.858 -2.820 1.136  0.006
5 H 3.066 -3.960 -0.086  0.043
6 H 2.204 -2.679 0.902  0.011
7 H 3.426 0.824 -0.454  0.003
8 O -2.353 1.435 1.580  -0.070
9 C -2.486 2.143 0.624  0.132
10 C -3.586 1.833 -0.403  0.098
11 H -1.735 2.919 0.425  -0.059
12 H -4.165 0.868 -0.274  -0.004
13 H -3.099 1.735 -1.339  -0.028
14 H -4.421 2.533 -0.390  -0.018

Atoms 1-6, force components in eV/Å:
C 0.705 -1.244 2.704
S 1.133 -1.872 -0.718
S -1.702 2.146 -0.059
H -0.444 -0.408 -1.284
H 0.002 1.148 0.460
H 0.066 0.257 -1.415

=====

Record 5
Entry from the Open Molecules 2025 dataset: C29H63AlBr3F6MgN4NaO6 as an isolated structure (ωB97M-V/def2-TZVPD).

HOMO, eV: -7.4
E_LUMO, eV: -6.05
Electronic energy, eV: -292223.0295
Frontier orbital gap, Eh: 0.0488

Last column: Mulliken charge in e.
Cartesian coordinates (Å):
1 C 5.439 -0.577 3.150  -1.157
2 C 5.940 0.090 1.876  -0.164
3 O 4.987 0.165 0.852  -0.600
4 C 5.065 -0.917 -0.067  -0.602
5 C 3.938 -0.722 -1.086  -0.630
6 C 2.658 -1.400 -0.555  0.887
7 C 1.350 -0.764 -1.023  -1.055
8 C 1.107 0.652 -0.440  -0.794
9 N 0.150 0.712 0.677  0.910
10 C -1.161 0.501 0.267  -1.022
11 N -1.637 -0.680 -0.277  -0.017
12 C -1.814 -1.817 0.632  -0.804
13 O -2.154 -2.908 -0.198  -0.561
14 C -1.946 -4.149 0.503  -0.098
15 C -0.526 -4.661 0.326  -1.037
16 N -1.970 1.516 0.347  0.170
17 C -1.593 2.857 0.798  0.485
18 O -2.668 3.501 1.448  -0.434
19 O -1.975 4.125 2.532  -0.244
20 C 0.563 -0.084 1.853  2.203
21 C 1.891 0.475 2.386  -2.271
22 C -0.446 -0.108 3.008  -0.165
23 C -0.502 1.122 3.927  -1.795
24 H 4.889 -1.495 2.957  0.278
25 H 6.307 -0.863 3.758  0.455
26 H 4.836 0.089 3.762  0.317
27 H 6.185 1.139 2.134  0.067
28 H 6.813 -0.461 1.489  0.613
29 H 6.048 -0.899 -0.548  0.497
30 H 4.875 -1.871 0.443  0.205
31 H 4.241 -1.272 -1.984  0.406
32 H 3.793 0.327 -1.330  0.436
33 H 2.660 -1.510 0.530  0.625
34 H 2.664 -2.451 -0.953  -1.039
35 H 0.538 -1.466 -0.845  0.134
36 H 1.417 -0.660 -2.110  0.671
37 H 0.684 1.247 -1.253  -0.032
38 H 2.076 1.095 -0.225  0.950
39 H -2.538 -0.510 -0.715  0.455
40 H -0.908 -2.073 1.172  0.386
41 H -2.633 -1.666 1.340  0.345
42 H -2.148 -3.981 1.562  0.093
43 H -2.666 -4.849 0.086  0.450
44 H -0.179 -4.567 -0.703  0.263
45 H 0.146 -4.044 0.934  0.139
46 H -0.442 -5.686 0.680  0.474
47 H -2.934 1.389 0.063  0.315
48 H -1.329 3.465 -0.075  -0.246
49 H -0.719 2.894 1.497  0.002
50 H -2.248 3.607 3.305  0.306
51 H 0.770 -1.133 1.590  -0.771
52 H 1.772 1.566 2.409  0.316
53 H 2.730 0.260 1.729  0.268
54 H 2.054 0.166 3.415  0.506
55 H -1.463 -0.349 2.695  -0.203
56 H -0.132 -0.939 3.639  0.636
57 H -1.471 1.126 4.425  0.482
58 H 0.242 0.989 4.717  0.322
59 H -0.257 2.078 3.438  0.466
60 C -4.478 -2.011 3.322  -0.502
61 C -5.466 -3.157 3.536  -0.531
62 C -4.905 -4.186 4.503  -0.096
63 C -3.679 -4.772 3.982  0.506
64 N -2.708 -5.229 3.572  -0.480
65 H -3.549 -2.375 2.887  0.013
66 H -4.897 -1.264 2.641  0.347
67 H -4.231 -1.515 4.260  0.345
68 H -5.696 -3.635 2.581  0.297
69 H -6.406 -2.763 3.927  0.353
70 H -5.675 -5.029 4.663  -0.134
71 H -4.699 -3.741 5.480  0.316
72 F 0.429 3.655 2.459  -0.852
73 Mg 3.911 -3.993 -1.161  0.539
74 Br -4.128 6.277 5.036  -0.160
75 C -3.055 6.943 3.553  -0.457
76 C -3.448 8.344 3.170  -0.564
77 Br -5.112 8.378 2.157  -0.159
78 H -3.165 6.232 2.744  0.246
79 H -2.028 6.920 3.911  0.356
80 H -2.702 8.777 2.507  0.364
81 H -3.591 8.992 4.028  0.392
82 Br -6.653 -6.627 4.088  -0.269
83 F 6.451 -8.557 0.093  -0.391
84 Al 7.431 -7.183 0.152  0.569
85 F 6.573 -5.875 -0.554  -0.370
86 F 8.860 -7.421 -0.717  -0.388
87 F 7.776 -6.763 1.758  -0.404
88 C 0.827 4.406 -2.276  -1.049
89 C 0.369 3.599 -3.460  0.952
90 O 0.990 2.629 -3.840  -0.531
91 C -0.894 4.040 -4.157  -0.909
92 H 1.744 3.980 -1.875  0.235
93 H 1.023 5.432 -2.592  0.461
94 H 0.066 4.393 -1.495  0.113
95 H -0.775 5.053 -4.545  0.367
96 H -1.735 4.015 -3.462  0.289
97 H -1.103 3.368 -4.987  0.090
98 C 0.467 0.994 -7.032  -0.829
99 C -0.595 1.500 -7.993  -0.421
100 O -0.911 0.598 -9.037  -0.435
101 C -1.411 -0.666 -8.642  -0.325
102 C -2.698 -0.597 -7.836  -0.994
103 H 1.385 0.755 -7.571  0.328
104 H 0.688 1.751 -6.279  0.256
105 H 0.147 0.091 -6.508  0.227
106 H -0.234 2.403 -8.484  0.339
107 H -1.504 1.783 -7.448  0.306
108 H -0.643 -1.226 -8.097  0.279
109 H -1.595 -1.211 -9.568  0.348
110 H -2.563 -0.065 -6.893  0.237
111 H -3.049 -1.603 -7.605  0.385
112 H -3.473 -0.078 -8.401  0.286
113 F -2.188 -0.972 4.893  -0.653
114 Na 8.137 1.588 2.644  0.972

Atoms 1-6, force components in eV/Å:
C 0.475 0.000 0.345
C -0.448 -0.383 0.113
O 0.145 0.109 0.090
C -0.474 0.820 -0.507
C 0.082 -1.085 0.706
C -0.255 0.249 -0.319

=====

Record 6
Entry from the Open Molecules 2025 dataset: a single C3H6N2O2 molecule (ωB97M-V/def2-TZVPD).

HOMO, eV: -10.1
SMILES string: OCC1(CO)N=N1
E_LUMO, eV: 0.61
Electronic energy, eV: -10279.4671
Frontier orbital gap, Eh: 0.3926
Energy relative to the best compared isomer or geometry (same formula, charge and spin), kJ/mol: 514.3

Last column: Mulliken charge in e.
Cartesian coordinates (Å):
1 C -0.667 -0.222 0.193  1.302
2 C 0.675 -1.242 0.255  -0.776
3 C -0.417 1.283 0.457  -1.089
4 N -1.999 -0.612 0.339  -0.417
5 N -1.691 -0.493 -0.815  -0.347
6 O 1.512 -1.148 -0.913  -0.493
7 O -0.025 2.023 -0.667  -0.517
8 H 0.264 -2.123 0.542  0.455
9 H 1.248 -0.791 0.957  0.336
10 H 0.223 1.360 1.293  0.335
11 H -1.209 1.770 0.917  0.529
12 H 1.154 -1.476 -1.685  0.316
13 H 0.931 1.672 -0.871  0.367

Atoms 1-6, force components in eV/Å:
C 4.354 1.231 -0.691
C -2.864 4.188 -3.367
C 0.603 -1.729 -0.486
N -2.524 -1.661 1.676
N 0.254 0.092 -1.427
O 0.674 0.881 3.264